C37H78N2O15S6Zn | wB97M-V/def2-TZVPD

Output
electronic energy	-6862.79894	Ha
Kohn-Sham gap	6.448	eV
HOMO energy	-0.2351	Eh
LUMO energy	0.051	eV

CARTESIAN COORDINATES (ANGSTROEM)
Zn -1.165 0.231 0.395
C 0.927 0.907 0.531
O 0.727 0.003 -0.285
O 0.375 0.738 1.607
O 0.103 1.718 0.066
C -2.112 0.292 3.647
C -2.653 1.389 2.642
N -3.044 0.811 1.300
C -3.503 1.889 0.390
C -4.824 2.619 0.817
C -4.144 -0.223 1.413
C -4.696 -0.748 0.047
H -1.387 -0.389 3.201
H -2.885 -0.331 4.097
H -1.698 0.812 4.511
H -3.431 1.896 3.213
H -1.946 2.211 2.525
H -2.758 2.684 0.341
H -3.731 1.560 -0.623
H -5.101 3.420 0.131
H -5.717 2.002 0.917
H -4.716 3.092 1.794
H -4.945 0.178 2.034
H -3.750 -1.095 1.935
H -5.512 -1.448 0.227
H -3.971 -1.232 -0.607
H -5.227 0.041 -0.486
C 3.883 -1.869 -2.090
C 2.773 -1.089 -2.788
N 2.389 -1.503 -4.137
C 3.522 -1.644 -5.040
C 4.238 -0.318 -5.301
C 1.699 -2.785 -4.025
C 0.858 -3.258 -5.263
H 4.806 -1.767 -2.660
H 3.544 -2.905 -2.082
H 4.090 -1.540 -1.072
H 1.830 -1.086 -2.241
H 3.071 -0.045 -2.893
H 4.279 -2.348 -4.694
H 3.344 -2.148 -5.990
H 4.769 -0.270 -6.252
H 3.486 0.460 -5.428
H 4.879 -0.062 -4.457
H 0.926 -2.742 -3.258
H 2.457 -3.521 -3.757
H 1.531 -3.362 -6.114
H 0.114 -2.518 -5.559
H 0.424 -4.234 -5.047
C 1.807 3.252 5.098
C 3.018 2.732 5.885
C 2.464 2.238 7.281
S 0.822 1.494 7.029
O -0.204 2.175 7.867
O 0.882 0.030 6.811
C 0.642 2.180 5.305
H 2.034 3.411 4.044
H 1.482 4.248 5.397
H 3.794 3.480 6.043
H 3.547 1.914 5.395
H 2.176 3.121 7.851
H 3.052 1.506 7.835
H -0.368 2.524 5.078
H 0.815 1.386 4.580
C 4.264 1.218 0.764
C 5.696 1.064 0.314
C 6.535 0.676 1.571
S 5.392 -0.223 2.755
O 5.478 0.523 3.984
O 5.634 -1.647 2.752
C 3.846 0.218 1.872
H 3.684 1.140 -0.156
H 4.036 2.232 1.093
H 6.088 1.945 -0.193
H 5.677 0.279 -0.442
H 6.893 1.592 2.041
H 7.394 0.020 1.427
H 3.057 0.532 2.555
H 3.579 -0.731 1.407
C -1.351 2.102 -3.921
C -2.791 1.716 -4.366
C -3.103 0.277 -3.934
S -1.714 -0.320 -2.833
O -1.365 -1.660 -3.250
O -1.995 -0.084 -1.408
C -0.464 0.884 -3.617
H -1.359 2.731 -3.031
H -0.820 2.710 -4.654
H -2.886 1.758 -5.451
H -3.504 2.382 -3.880
H -3.006 -0.350 -4.820
H -4.066 0.159 -3.436
H -0.051 0.477 -4.540
H 0.341 0.957 -2.886
C 1.409 -3.408 1.632
C 1.386 -4.042 0.253
C 0.190 -3.461 -0.475
S -1.130 -3.186 0.826
O -2.175 -4.198 0.720
O -1.520 -1.766 0.763
C 0.010 -3.555 2.263
H 1.735 -2.368 1.657
H 2.124 -3.968 2.236
H 1.279 -5.126 0.228
H 2.309 -3.888 -0.306
H -0.175 -4.073 -1.299
H 0.517 -2.480 -0.821
H -0.183 -4.607 2.472
H -0.259 -2.908 3.099
C 0.975 6.189 1.345
C -0.084 7.318 1.243
C -1.291 6.938 2.082
S -1.530 5.165 1.700
O -2.330 5.018 0.530
O -1.974 4.517 2.960
C 0.232 4.817 1.347
H 1.628 6.283 2.213
H 1.731 6.245 0.561
H -0.363 7.605 0.229
H 0.355 8.222 1.665
H -2.243 7.466 2.026
H -1.059 6.901 3.146
H 0.292 4.159 0.479
H 0.608 4.226 2.183
C -2.567 -5.299 -2.995
C -3.386 -4.055 -2.602
C -4.555 -4.486 -1.706
S -5.182 -6.070 -2.505
O -6.204 -5.762 -3.484
O -5.484 -7.089 -1.468
C -3.544 -6.349 -3.432
H -1.998 -5.735 -2.173
H -1.833 -5.034 -3.756
H -3.607 -3.360 -3.412
H -2.754 -3.426 -1.975
H -5.362 -3.766 -1.567
H -4.118 -4.813 -0.762
H -3.858 -6.147 -4.456
H -3.226 -7.388 -3.508

Atom charges from the Löwdin analysis, given in e for atoms 1 to 4: 0.661, -0.875, -0.108, -0.069